Record 1
Entry from the OMol25 dataset: a single C8H10N2O2S molecule (ωB97M-V/def2-TZVPD).

Largest force on an atom   6.51 eV/A
Orbital gap   8.4 eV
E_HOMO   -0.3049 hartree
SMILES   Cc1ccsc1/C=N\NC(=O)CO
Lowest unoccupied orbital energy   0.087 eV

Structure (ORCA input):
```
! wB97M-V def2-TZVPD RIJCOSX def2/J DEFGRID3
* xyz 0 1
S -1.43 0.02 -1.26
O -0.89 0.95 4.54
O 0.85 -0.78 3.47
N 0.39 0.04 1.39
N 1.32 -0.64 0.74
C -1.00 0.69 3.13
C 0.19 -0.17 2.76
C 2.04 -0.39 -3.22
C -1.57 0.53 -2.85
C 1.22 -0.64 -0.56
C 0.72 -0.02 -2.75
C 0.19 -0.28 -1.48
C -0.43 0.38 -3.58
H 2.12 -1.49 -3.31
H 2.83 0.07 -2.60
H -2.09 0.25 2.83
H -2.61 0.74 -3.21
H 0.13 0.71 5.00
H 2.00 -0.01 -4.38
H 2.07 -1.20 -0.83
H -0.21 0.71 0.89
H -0.19 0.50 -4.62
H -0.80 1.66 2.68
*
```

Charges computed using Löwdin, reported in e: number 1, S, carries 1.07; number 2, O, carries -0.16; number 3, O, carries 0.15; number 4, N, carries -0.01; number 5, N, carries 0.06; number 6, C, carries -0.20; number 7, C, carries -0.51; number 8, C, carries -0.07; number 9, C, carries -0.43; number 10, C, carries -0.16; number 11, C, carries -0.32; number 12, C, carries -0.53; number 13, C, carries -0.11; number 14, H, carries 0.10; number 15, H, carries 0.09; number 16, H, carries 0.18; number 17, H, carries 0.08; number 18, H, carries 0.22; number 19, H, carries 0.14; number 20, H, carries 0.10; number 21, H, carries 0.10; number 22, H, carries 0.10; number 23, H, carries 0.11

---

Record 2
Entry from the OMol25 dataset: 4 unconnected molecules or ions with the total composition C36H71BCl2F4N2O16P (ωB97M-V/def2-TZVPD).

Largest force on an atom   2.86 eV/A
Orbital gap   7.7 eV
E_HOMO   -0.3843 hartree
Lowest unoccupied orbital energy   -2.741 eV

Structure (ORCA input):
```
! wB97M-V def2-TZVPD RIJCOSX def2/J DEFGRID3
* xyz 1 1
Cl 1.72 -3.31 5.46
Cl 2.75 -3.87 -3.69
P -1.26 -0.52 2.15
F 0.80 1.14 4.88
F 1.25 -7.73 -0.88
F 1.67 2.24 -0.95
F 3.61 1.37 0.96
O -9.75 5.30 -5.12
O -0.04 7.04 -2.28
O 8.33 -5.32 1.18
O -1.42 -4.83 0.91
O -8.04 4.62 -2.83
O 0.31 -3.82 -2.94
O -1.88 -1.56 3.14
O 2.75 6.49 -1.54
O -2.11 -0.73 0.84
O -0.18 -3.02 -0.22
O 1.38 0.86 -2.62
O 4.88 1.17 -0.83
O -1.35 0.85 2.62
O -4.71 2.69 0.24
O -6.29 2.79 2.72
O -2.46 -3.19 -0.47
N 0.48 -0.90 1.89
N 2.76 0.27 -0.84
C 2.09 -2.20 -0.47
C 1.19 -5.49 3.97
C 1.55 -5.39 -0.49
C 1.35 -3.29 -2.78
C -9.33 5.19 -2.73
C 2.34 5.25 -1.01
C 8.77 -4.00 0.90
C 1.54 -4.00 3.82
C 4.62 -2.20 -1.31
C 7.89 -5.51 2.50
C 0.79 -0.28 0.56
C 0.45 -3.21 3.03
C 1.53 -4.45 0.71
C 1.00 -2.35 1.88
C -10.22 4.78 -3.88
C -7.29 2.02 2.10
C -5.48 3.77 -0.28
C 1.09 7.64 -2.89
C 1.23 -0.05 2.92
C 6.56 -3.41 -0.20
C 1.83 -6.82 -0.01
C 0.85 -0.17 4.40
C 1.07 -3.01 0.47
C -0.29 7.51 -0.97
C 1.89 1.09 -1.59
C 3.53 -2.72 -0.35
C 8.09 -3.50 -0.36
C 3.86 0.98 -0.29
C 2.16 -0.72 0.07
C -7.06 5.51 -3.32
C 1.57 -2.06 -1.92
C 5.95 -2.04 -0.58
C 2.29 6.72 -2.86
C -4.99 2.25 2.61
C -4.18 2.94 1.53
C -9.06 4.35 -5.91
B -1.34 -3.69 0.11
H -1.95 0.00 0.23
H -8.20 2.62 2.08
H 2.83 -0.77 0.92
H 2.52 -4.46 1.16
H -5.99 3.41 -1.17
H -8.29 3.83 -5.33
H -4.49 2.39 3.57
H 0.07 -0.63 -0.18
H -2.79 -1.80 2.89
H -9.26 6.28 -2.68
H 1.61 -0.69 4.95
H -6.22 4.11 0.44
H -0.29 -3.93 2.70
H 0.12 -5.65 4.03
H 2.27 -1.44 -2.47
H 6.12 -4.18 -0.82
H 5.78 -1.48 0.34
H 2.90 -7.01 0.01
H -7.38 6.01 -4.23
H 0.61 7.48 -0.35
H 1.11 0.99 2.66
H 2.06 -2.26 2.11
H -9.78 4.84 -1.80
H 0.83 7.84 -3.93
H 1.68 -5.87 4.86
H -0.12 -0.62 4.59
H -10.30 3.69 -3.93
H 3.57 -3.80 -0.43
H -9.76 3.62 -6.33
H 1.61 -6.04 3.13
H -0.68 8.53 -0.99
H -3.25 -3.57 -0.08
H 1.33 8.59 -2.41
H 9.85 -4.02 0.77
H 2.05 5.77 -3.35
H 8.31 -4.23 -1.13
H 2.50 -3.94 3.32
H 6.64 -1.51 -1.22
H 2.29 -0.27 2.80
H 0.88 -4.93 1.43
H 8.52 -3.34 1.73
H 4.80 -2.95 -2.08
H 2.31 -5.16 -1.23
H 0.65 0.79 0.62
H 8.65 -5.20 3.22
H -4.12 4.01 1.73
H -11.22 5.19 -3.71
H 7.68 -6.57 2.63
H -6.81 6.27 -2.56
H -4.82 4.60 -0.56
H 6.29 -3.68 0.82
H 4.37 -1.29 -1.84
H 6.97 -4.96 2.72
H 1.45 -6.99 1.00
H -3.16 2.53 1.54
H -8.59 4.89 -6.72
H -1.43 -5.63 0.37
H -6.16 4.93 -3.53
H -5.04 1.17 2.41
H 2.88 4.43 -1.49
H -1.04 6.86 -0.53
H -7.49 1.10 2.67
H 3.90 -2.53 0.66
H -7.02 1.75 1.07
H -0.05 -2.61 3.78
H 0.59 -5.43 -0.99
H 8.52 -2.54 -0.64
H 0.62 -1.55 -1.97
H 3.11 7.19 -3.41
H 1.26 5.09 -1.14
H 2.57 5.25 0.06
*
```

Atom charges from the Löwdin analysis, given in e for atoms 1 to 99: number 1, Cl, carries 0.69; number 2, Cl, carries 0.75; number 3, P, carries 0.48; number 4, F, carries -0.01; number 5, F, carries -0.03; number 6, F, carries 0.15; number 7, F, carries 0.15; number 8, O, carries -0.19; number 9, O, carries -0.19; number 10, O, carries -0.19; number 11, O, carries 0.16; number 12, O, carries -0.20; number 13, O, carries 0.09; number 14, O, carries -0.05; number 15, O, carries -0.18; number 16, O, carries -0.05; number 17, O, carries 0.14; number 18, O, carries 0.24; number 19, O, carries 0.25; number 20, O, carries -0.17; number 21, O, carries -0.20; number 22, O, carries -0.18; number 23, O, carries 0.22; number 24, N, carries -0.12; number 25, N, carries 0.10; number 26, C, carries -0.22; number 27, C, carries -0.10; number 28, C, carries -0.13; number 29, C, carries -0.76; number 30, C, carries -0.20; number 31, C, carries -0.13; number 32, C, carries -0.24; number 33, C, carries -0.68; number 34, C, carries -0.19; number 35, C, carries -0.12; number 36, C, carries -0.07; number 37, C, carries -0.16; number 38, C, carries -0.12; number 39, C, carries -0.12; number 40, C, carries -0.21; number 41, C, carries -0.11; number 42, C, carries -0.10; number 43, C, carries -0.20; number 44, C, carries -0.07; number 45, C, carries -0.18; number 46, C, carries -0.18; number 47, C, carries -0.18; number 48, C, carries -0.26; number 49, C, carries -0.11; number 50, C, carries -0.47; number 51, C, carries -0.12; number 52, C, carries -0.16; number 53, C, carries -0.47; number 54, C, carries -0.17; number 55, C, carries -0.11; number 56, C, carries -0.09; number 57, C, carries -0.19; number 58, C, carries -0.20; number 59, C, carries -0.21; number 60, C, carries -0.21; number 61, C, carries -0.11; number 62, B, carries -0.83; number 63, H, carries 0.13; number 64, H, carries 0.09; number 65, H, carries 0.13; number 66, H, carries 0.13; number 67, H, carries 0.08; number 68, H, carries 0.08; number 69, H, carries 0.13; number 70, H, carries 0.13; number 71, H, carries 0.13; number 72, H, carries 0.13; number 73, H, carries 0.08; number 74, H, carries 0.09; number 75, H, carries 0.10; number 76, H, carries 0.09; number 77, H, carries 0.11; number 78, H, carries 0.11; number 79, H, carries 0.11; number 80, H, carries 0.13; number 81, H, carries 0.09; number 82, H, carries 0.08; number 83, H, carries 0.13; number 84, H, carries 0.14; number 85, H, carries 0.13; number 86, H, carries 0.13; number 87, H, carries 0.07; number 88, H, carries 0.10; number 89, H, carries 0.13; number 90, H, carries 0.10; number 91, H, carries 0.09; number 92, H, carries 0.06; number 93, H, carries 0.09; number 94, H, carries 0.12; number 95, H, carries 0.13; number 96, H, carries 0.12; number 97, H, carries 0.13; number 98, H, carries 0.12; number 99, H, carries 0.09

---

Record 3
Entry from the OMol25 dataset: 3 unconnected molecules or ions with the total composition C9H24FN3O7S (ωB97M-V/def2-TZVPD).

Largest force on an atom   3.48 eV/A
Orbital gap   9.0 eV
E_HOMO   -0.3362 hartree
SMILES   NOC(=O)OS(=O)(=O)F.COC[C@@H](C)N.COC[C@@H](C)N
Lowest unoccupied orbital energy   -0.194 eV

Structure (ORCA input):
```
! wB97M-V def2-TZVPD RIJCOSX def2/J DEFGRID3
* xyz 0 1
S 0.91 0.19 -1.14
F 1.42 -0.88 -0.03
O 3.61 2.15 -1.98
O -4.25 2.05 -3.33
O 1.76 1.56 -0.93
O -0.47 0.43 -0.87
O 1.12 -0.31 -2.47
O 1.67 -4.37 2.82
O 3.90 0.44 -0.56
N -2.74 3.91 -4.96
N 2.39 -1.65 3.51
N 4.21 -0.65 -1.38
C -3.04 4.22 -3.55
C -3.42 1.28 -2.48
C 0.67 -3.40 3.11
C 1.13 -2.23 4.00
C 1.30 -2.60 5.47
C 1.94 -5.28 3.87
C 3.16 1.40 -1.22
C -1.78 3.99 -2.72
C -4.27 3.44 -3.05
H 0.36 -1.46 3.95
H -2.70 2.90 -5.05
H 2.36 -6.19 3.43
H -4.44 3.61 -1.98
H -3.43 1.65 -1.46
H 0.38 -2.99 2.14
H 1.03 -5.54 4.42
H 3.05 -2.41 3.38
H -1.05 4.77 -2.92
H 0.47 -3.22 5.82
H 2.69 -4.87 4.55
H -2.00 4.01 -1.65
H 2.24 -1.30 2.57
H -1.29 3.04 -2.95
H 1.32 -1.70 6.08
H 4.41 -0.36 -2.34
H -0.22 -3.89 3.52
H -5.15 3.83 -3.57
H 3.49 -1.37 -1.34
H -2.40 1.26 -2.88
H -3.28 5.28 -3.48
H -3.79 0.25 -2.49
H 2.23 -3.14 5.67
H -3.55 4.17 -5.52
*
```

Charges computed using Löwdin, reported in e: number 1, S, carries 0.68; number 2, F, carries -0.14; number 3, O, carries 0.25; number 4, O, carries -0.19; number 5, O, carries -0.06; number 6, O, carries -0.22; number 7, O, carries -0.21; number 8, O, carries -0.19; number 9, O, carries -0.05; number 10, N, carries 0.04; number 11, N, carries 0.04; number 12, N, carries 0.07; number 13, C, carries -0.43; number 14, C, carries -0.11; number 15, C, carries -0.21; number 16, C, carries -0.43; number 17, C, carries -0.07; number 18, C, carries -0.11; number 19, C, carries -0.53; number 20, C, carries -0.07; number 21, C, carries -0.21; number 22, H, carries 0.14; number 23, H, carries 0.07; number 24, H, carries 0.09; number 25, H, carries 0.12; number 26, H, carries 0.09; number 27, H, carries 0.12; number 28, H, carries 0.09; number 29, H, carries 0.07; number 30, H, carries 0.08; number 31, H, carries 0.08; number 32, H, carries 0.07; number 33, H, carries 0.08; number 34, H, carries 0.05; number 35, H, carries 0.06; number 36, H, carries 0.08; number 37, H, carries 0.11; number 38, H, carries 0.12; number 39, H, carries 0.12; number 40, H, carries 0.09; number 41, H, carries 0.07; number 42, H, carries 0.13; number 43, H, carries 0.09; number 44, H, carries 0.06; number 45, H, carries 0.07

---

Record 4
Entry from the OMol25 dataset: a single C16H9F4N5 molecule (ωB97M-V/def2-TZVPD).

Largest force on an atom   4.70 eV/A
Orbital gap   8.0 eV
E_HOMO   -0.3183 hartree
SMILES   N#CC1=C(C(F)F)NC(C(F)F)=C(C#N)C1c1ccc2[nH]ncc2c1
Lowest unoccupied orbital energy   -0.624 eV

Structure (ORCA input):
```
! wB97M-V def2-TZVPD RIJCOSX def2/J DEFGRID3
* xyz 0 1
F 2.46 0.98 -3.06
F 1.49 3.32 1.79
F 4.16 1.39 -1.89
F 3.41 2.60 2.43
N 2.02 1.39 0.07
N -0.25 -0.51 3.88
N -4.47 0.63 -1.58
N 1.88 -2.84 -2.15
N -4.67 -0.41 -0.70
C 3.26 0.51 -2.13
C 1.67 -1.87 -1.55
C 2.12 2.25 2.40
C -2.99 -1.75 0.49
C -3.34 -0.78 -0.36
C 1.62 -0.84 -0.63
C -1.13 -0.09 -0.73
C 0.82 -1.02 0.64
C -0.67 -1.10 0.21
C -3.24 0.88 -1.80
C 1.71 1.15 1.41
C 0.46 -0.30 3.00
C -2.46 0.00 -0.95
C 2.32 0.35 -0.87
C 1.10 -0.02 1.79
C -1.60 -1.90 0.86
H -1.24 -2.71 1.52
H -3.81 -2.43 0.68
H -0.57 0.51 -1.40
H 1.95 2.42 -0.24
H -5.53 -0.88 -0.32
H 1.07 -2.02 0.99
H 3.66 -0.45 -2.53
H -2.86 1.50 -2.66
H 1.66 2.02 3.38
*
```

Charges computed using Löwdin, reported in e: number 1, F, carries 0.11; number 2, F, carries 0.04; number 3, F, carries 0.14; number 4, F, carries 0.11; number 5, N, carries 0.11; number 6, N, carries 0.19; number 7, N, carries 0.03; number 8, N, carries 0.20; number 9, N, carries 0.06; number 10, C, carries -0.42; number 11, C, carries -0.20; number 12, C, carries -0.30; number 13, C, carries 0.01; number 14, C, carries -0.28; number 15, C, carries -0.16; number 16, C, carries 0.06; number 17, C, carries -0.15; number 18, C, carries -0.15; number 19, C, carries -0.09; number 20, C, carries -0.11; number 21, C, carries -0.20; number 22, C, carries -0.21; number 23, C, carries -0.02; number 24, C, carries -0.10; number 25, C, carries 0.00; number 26, H, carries 0.12; number 27, H, carries 0.11; number 28, H, carries 0.11; number 29, H, carries 0.20; number 30, H, carries 0.18; number 31, H, carries 0.15; number 32, H, carries 0.17; number 33, H, carries 0.14; number 34, H, carries 0.16